1.
# C29H57B3FNO26

A molecular structure, C29H57B3FNO26 at a distorted geometry (ωB97M-V/def2-TZVPD, the Open Molecules 2025 dataset).

**F_max**: 1.49 eV/Å
**HOMO-LUMO gap**: 10.83 eV
**Total energy**: -90479.5430 eV
**M**: 887.19 g mol⁻¹

```
! RIJCOSX wB97M-V def2-TZVPD def2/J DEFGRID3
* xyz 0 1
C -3.49 -1.16 5.40
C -3.67 -0.97 3.93
O -2.90 -0.27 3.29
N -4.80 -1.61 3.27
B -4.47 -2.88 2.68
O -5.17 -3.47 1.65
B -4.26 -3.92 0.71
F -4.31 -3.50 -0.54
O -3.25 -4.75 1.12
B -2.59 -4.15 2.21
C -1.03 -4.12 2.24
C -0.45 -3.15 3.28
C 0.84 -2.46 2.77
C -0.26 -3.82 4.62
O -3.38 -3.58 3.19
C -5.41 -0.65 2.36
C -6.20 0.43 3.04
O -5.28 -0.70 1.16
H -2.60 -1.75 5.57
H -4.34 -1.61 5.88
H -3.29 -0.18 5.81
H -0.65 -3.91 1.25
H -0.68 -5.12 2.49
H -1.16 -2.35 3.45
H 0.62 -1.42 2.55
H 1.60 -2.47 3.53
H 1.19 -2.93 1.86
H -1.22 -4.20 4.95
H 0.42 -4.67 4.58
H 0.06 -3.10 5.37
H -5.48 1.04 3.57
H -6.72 1.03 2.32
H -6.84 -0.01 3.80
C 1.57 -4.99 -1.07
O 2.55 -6.02 -0.92
C 2.46 -6.70 0.22
O 1.65 -6.50 1.09
O 3.42 -7.61 0.24
C 3.44 -8.42 1.42
H 1.76 -4.52 -2.03
H 0.57 -5.41 -1.06
H 1.67 -4.24 -0.28
H 2.51 -8.98 1.51
H 3.60 -7.81 2.30
H 4.26 -9.12 1.30
C -10.87 4.70 3.28
O -9.55 4.54 2.77
C -9.44 4.72 1.46
O -10.34 5.01 0.71
O -8.17 4.55 1.12
C -7.90 4.73 -0.28
H -10.81 4.52 4.35
H -11.23 5.71 3.11
H -11.55 3.98 2.83
H -8.14 5.75 -0.58
H -8.46 4.02 -0.87
H -6.84 4.56 -0.41
C 7.37 -1.20 -1.35
O 6.82 -1.77 -0.16
C 6.31 -2.99 -0.34
O 6.32 -3.61 -1.38
O 5.81 -3.41 0.81
C 5.23 -4.72 0.77
H 7.76 -0.22 -1.08
H 8.19 -1.82 -1.72
H 6.61 -1.09 -2.11
H 5.98 -5.47 0.50
H 4.41 -4.75 0.06
H 4.85 -4.93 1.76
C 10.50 0.71 -6.81
O 9.94 0.15 -5.62
C 9.42 -1.07 -5.78
O 9.39 -1.70 -6.80
O 8.94 -1.48 -4.60
C 8.34 -2.78 -4.63
H 10.88 1.69 -6.54
H 11.31 0.09 -7.18
H 9.73 0.82 -7.57
H 9.08 -3.53 -4.92
H 7.49 -2.80 -5.31
H 7.99 -2.99 -3.63
C 7.21 1.22 -4.20
O 5.85 0.79 -4.24
C 5.22 1.09 -5.37
O 5.70 1.66 -6.31
O 3.97 0.64 -5.28
C 3.17 0.89 -6.44
H 7.62 0.92 -3.24
H 7.78 0.74 -4.98
H 7.28 2.30 -4.29
H 3.59 0.40 -7.31
H 3.08 1.96 -6.62
H 2.19 0.48 -6.23
C 5.26 1.04 0.37
O 3.94 0.50 0.32
C 2.97 1.39 0.50
O 3.11 2.57 0.70
O 1.80 0.75 0.43
C 0.65 1.57 0.61
H 5.93 0.21 0.21
H 5.40 1.78 -0.42
H 5.45 1.49 1.34
H 0.60 2.33 -0.16
H 0.66 2.04 1.60
H -0.21 0.92 0.54
C -10.66 7.97 0.34
O -10.70 9.37 0.60
C -9.50 9.93 0.71
O -8.44 9.36 0.61
O -9.66 11.23 0.96
C -8.44 11.96 1.10
H -11.69 7.63 0.27
H -10.16 7.77 -0.61
H -10.16 7.44 1.14
H -7.86 11.91 0.18
H -7.86 11.57 1.94
H -8.72 12.99 1.30
*
```

2.
# C29H57BF5N2O19P5

4 unconnected molecules or ions with the total composition C29H57BF5N2O19P5 at a distorted geometry (ωB97M-V/def2-TZVPD, the Open Molecules 2025 dataset).

**F_max**: 9.90 eV/Å
**HOMO-LUMO gap**: 1.79 eV
**Total energy**: -133573.5246 eV
**M**: 998.44 g mol⁻¹

```
! RIJCOSX wB97M-V def2-TZVPD def2/J DEFGRID3
* xyz -2 1
C 7.36 0.35 -0.19
B 6.10 -0.50 0.40
O 5.95 -1.89 -0.05
C 5.03 0.07 1.48
C 5.88 0.12 2.84
O 6.13 -1.03 3.39
O 6.31 1.26 3.47
O 4.07 -1.04 1.59
P 2.38 -0.57 1.66
C 2.16 -2.36 2.33
N 0.74 -2.72 2.69
C 2.35 -0.07 3.50
C 2.10 1.49 3.79
C 0.72 2.08 3.22
C 1.00 3.53 2.53
C 0.08 3.75 1.20
O -1.23 4.22 1.63
C -2.13 3.82 0.60
C -3.49 3.11 1.12
O -1.92 4.04 -0.63
C 1.99 -1.00 -0.22
F 2.74 -2.14 -0.69
F 2.35 0.09 -1.13
C 0.40 -1.18 -0.45
C -0.42 0.09 -0.84
C -1.96 -0.03 -1.05
C -2.71 -1.40 -0.87
C -1.90 -2.68 -0.52
C -2.53 -4.11 -0.30
F -3.37 -4.02 0.87
F -3.36 -4.57 -1.35
F -1.57 -5.12 0.03
C -0.36 -2.52 -0.33
O 2.74 1.04 1.05
C 4.16 1.39 1.13
P 4.56 2.40 -0.43
N 5.54 3.61 0.03
H 7.39 1.39 0.29
H 8.34 -0.23 -0.01
H 7.20 0.46 -1.31
H 6.11 -2.45 0.74
H 0.95 -0.41 1.74
H 2.79 -2.43 3.30
H 2.58 -3.17 1.64
H 0.50 -3.66 2.33
H 0.73 -2.78 3.72
H 1.60 -0.65 4.15
H 3.39 -0.32 3.95
H 2.96 2.18 3.46
H 2.05 1.61 4.94
H -0.08 2.21 4.04
H 0.23 1.45 2.40
H 0.82 4.35 3.31
H 2.08 3.65 2.16
H 0.66 4.52 0.56
H 0.07 2.75 0.63
H -3.24 2.64 2.14
H -4.26 3.93 1.29
H -3.78 2.35 0.32
H 0.08 1.11 -0.98
H -2.52 0.92 -1.33
H -3.84 -1.45 -0.99
H 0.22 -3.46 -0.04
H 4.48 2.12 1.96
H 3.37 3.05 -0.97
H 5.19 1.63 -1.46
H 5.08 4.52 -0.16
C 0.34 4.19 -6.42
O -0.31 4.69 -5.26
P 0.51 5.84 -4.28
O 1.18 6.50 -5.49
O 1.49 4.68 -3.67
C 0.89 3.54 -3.07
O 1.21 6.97 -3.19
C 1.42 8.30 -3.62
H -0.16 3.26 -6.70
H 0.23 4.90 -7.24
H 1.39 3.98 -6.22
H 0.95 2.70 -3.76
H -0.15 3.72 -2.81
H 1.44 3.28 -2.16
H 0.57 8.67 -4.20
H 2.34 8.37 -4.20
H 1.51 8.93 -2.73
C -2.88 -6.90 3.23
O -2.38 -8.23 3.20
P -1.07 -8.65 4.24
O -1.57 -7.73 5.36
O -0.02 -7.83 3.29
C 0.05 -8.17 1.90
O 0.25 -9.21 5.19
C 0.08 -9.33 6.59
H -3.44 -6.74 2.31
H -3.56 -6.78 4.07
H -2.07 -6.17 3.28
H -0.47 -7.40 1.33
H -0.40 -9.14 1.70
H 1.09 -8.19 1.59
H -0.90 -9.74 6.84
H 0.22 -8.36 7.07
H 0.85 -10.01 6.96
C -7.24 3.00 -2.52
O -7.16 2.67 -3.90
P -6.54 1.13 -4.35
O -7.16 0.49 -3.11
O -5.01 1.61 -3.99
C -4.49 2.77 -4.65
O -5.93 -0.39 -4.86
C -6.68 -1.56 -4.59
H -7.33 4.09 -2.44
H -8.13 2.55 -2.08
H -6.35 2.68 -1.98
H -4.51 3.61 -3.95
H -5.06 3.02 -5.54
H -3.45 2.58 -4.93
H -7.75 -1.38 -4.75
H -6.50 -1.89 -3.56
H -6.35 -2.34 -5.27
*
```

3.
# C29H57ClNO6

4 unconnected molecules or ions with the total composition C29H57ClNO6 at a distorted geometry (ωB97M-V/def2-TZVPD, the Open Molecules 2025 dataset).

**F_max**: 9.41 eV/Å
**HOMO-LUMO gap**: 5.91 eV
**Total energy**: -57283.7557 eV
**M**: 551.23 g mol⁻¹

```
! RIJCOSX wB97M-V def2-TZVPD def2/J DEFGRID3
* xyz -1 1
C -4.85 -2.80 -0.26
C -4.82 -1.91 0.93
C -4.00 -0.45 0.98
C -4.31 0.17 2.45
C -4.01 1.77 2.65
O -4.84 2.78 2.42
O -2.66 2.12 3.20
C -2.85 1.99 4.68
C -1.88 1.11 5.67
O -3.88 2.64 5.30
C -4.79 0.48 -0.17
O -5.95 1.15 0.11
O -4.34 0.59 -1.58
N -2.58 -0.61 0.57
Cl -1.70 0.83 0.31
C -1.82 -1.72 1.22
O -1.64 -1.63 2.68
C -2.13 -2.82 3.38
C -2.50 -2.58 4.96
H -5.63 -2.70 -1.16
H -4.07 -3.70 -0.26
H -5.38 -2.27 1.91
H -3.82 -0.39 3.36
H -5.49 0.04 2.62
H -2.47 0.53 6.51
H -1.01 1.79 6.14
H -1.34 0.28 5.03
H -2.20 -2.82 0.96
H -0.71 -1.68 0.76
H -1.22 -3.60 3.37
H -3.10 -3.29 2.88
H -3.60 -2.16 5.11
H -2.51 -3.66 5.47
H -1.76 -1.88 5.54
C 0.99 -0.90 -1.20
C 1.95 -0.15 -0.30
C 2.45 1.17 -0.91
C 3.25 1.02 -2.21
C 4.49 0.13 -2.11
C 5.53 0.67 -1.14
H 1.46 -1.19 -2.15
H 0.65 -1.81 -0.71
H 0.11 -0.28 -1.43
H 2.80 -0.79 -0.05
H 1.45 0.08 0.65
H 3.06 1.69 -0.17
H 1.59 1.82 -1.10
H 3.55 2.02 -2.55
H 2.60 0.63 -3.00
H 4.95 0.06 -3.11
H 4.21 -0.89 -1.83
H 5.86 1.67 -1.44
H 6.41 0.02 -1.13
H 5.14 0.72 -0.12
C 10.24 -1.81 2.33
C 9.51 -3.15 2.34
C 9.63 -3.91 1.02
C 9.01 -3.20 -0.19
C 7.52 -2.86 -0.06
C 6.64 -4.09 0.10
H 9.82 -1.13 1.58
H 10.15 -1.33 3.31
H 11.30 -1.95 2.12
H 8.46 -3.00 2.61
H 9.94 -3.77 3.14
H 9.17 -4.90 1.14
H 10.69 -4.09 0.80
H 9.15 -3.84 -1.08
H 9.56 -2.28 -0.40
H 7.21 -2.31 -0.95
H 7.36 -2.18 0.79
H 6.75 -4.76 -0.76
H 5.59 -3.79 0.16
H 6.88 -4.65 1.00
C -8.34 4.95 -5.16
C -6.88 5.30 -4.94
C -5.95 4.10 -5.14
C -6.17 2.93 -4.17
C -6.05 3.28 -2.68
C -4.67 3.78 -2.30
H -8.70 4.20 -4.45
H -8.96 5.85 -5.03
H -8.50 4.57 -6.17
H -6.75 5.72 -3.94
H -6.59 6.08 -5.65
H -4.91 4.44 -5.06
H -6.06 3.72 -6.16
H -5.45 2.14 -4.40
H -7.16 2.49 -4.35
H -6.29 2.39 -2.09
H -6.80 4.04 -2.41
H -3.91 3.02 -2.52
H -4.63 3.99 -1.22
H -4.40 4.70 -2.83
*
```

4.
# C29H58Cl2O18

8 unconnected molecules or ions with the total composition C29H58Cl2O18 at a distorted geometry (ωB97M-V/def2-TZVPD, the Open Molecules 2025 dataset).

**F_max**: 2.10 eV/Å
**HOMO-LUMO gap**: 10.92 eV
**Total energy**: -92914.2295 eV
**SMILES**: CCOC(=O)OC.CCOC(=O)OC.CCOC(=O)OC.CCOC(=O)OC.CCOC(C)=O.CCOC(C)=O.CCOC(C)=O.ClCCl
**M**: 765.67 g mol⁻¹

```
! RIJCOSX wB97M-V def2-TZVPD def2/J DEFGRID3
* xyz 0 1
C -0.65 2.34 2.32
C -0.04 2.49 0.94
O 0.67 1.33 0.53
C 0.01 0.33 0.00
O -1.17 0.25 -0.11
O 0.93 -0.54 -0.39
C 0.48 -1.88 -0.72
H -1.17 3.23 2.69
H 0.13 2.12 3.06
H -1.48 1.63 2.35
H 0.58 3.38 0.98
H -0.81 2.68 0.20
H -0.07 -1.82 -1.65
H -0.09 -2.15 0.17
H 1.33 -2.54 -0.68
C -2.35 2.79 6.24
C -3.38 1.68 6.05
O -3.06 0.87 4.92
C -2.23 -0.16 5.08
O -1.89 -0.65 6.11
O -1.88 -0.56 3.88
C -1.23 -1.82 3.72
H -2.42 3.49 5.40
H -1.35 2.38 6.08
H -2.49 3.28 7.20
H -4.36 2.07 5.80
H -3.41 1.09 6.97
H -1.80 -2.59 4.24
H -0.24 -1.77 4.15
H -1.23 -2.11 2.67
C 2.35 -9.49 4.19
C 1.33 -8.50 3.67
O 2.04 -7.59 2.83
C 1.79 -6.30 2.99
O 0.95 -5.84 3.73
O 2.56 -5.57 2.21
C 2.27 -4.19 2.06
H 2.78 -10.05 3.35
H 1.98 -10.19 4.92
H 3.20 -8.92 4.58
H 0.90 -7.97 4.52
H 0.49 -8.93 3.14
H 3.23 -3.83 1.70
H 2.00 -3.68 2.98
H 1.55 -3.87 1.30
C -1.49 -5.68 -2.49
C -1.49 -5.12 -1.09
O -2.71 -4.38 -0.93
C -2.88 -3.74 0.23
O -2.15 -3.84 1.19
O -4.02 -3.07 0.15
C -4.36 -2.10 1.18
H -0.67 -6.38 -2.64
H -1.39 -4.88 -3.23
H -2.46 -6.12 -2.72
H -0.66 -4.42 -1.00
H -1.44 -5.92 -0.35
H -4.72 -1.25 0.61
H -3.57 -1.78 1.86
H -5.17 -2.56 1.74
C 0.00 0.98 -7.57
C 0.16 0.05 -6.37
O -0.66 0.36 -5.26
C -0.64 -0.50 -4.25
C -1.76 -0.26 -3.28
O 0.16 -1.37 -4.14
H 0.44 1.92 -7.23
H -1.04 1.18 -7.82
H 0.52 0.62 -8.44
H -0.07 -0.98 -6.69
H 1.22 0.03 -6.12
H -1.90 0.82 -3.19
H -1.55 -0.73 -2.33
H -2.62 -0.83 -3.67
C 1.83 3.25 -4.66
C 0.96 3.61 -3.47
O 1.05 5.03 -3.30
C 0.38 5.59 -2.29
C 0.30 7.07 -2.38
O -0.20 4.99 -1.44
H 1.38 3.68 -5.55
H 1.74 2.16 -4.75
H 2.89 3.45 -4.49
H -0.07 3.29 -3.64
H 1.35 3.11 -2.57
H 0.06 7.52 -1.42
H -0.32 7.46 -3.18
H 1.27 7.50 -2.66
C 3.74 2.82 -0.28
C 3.52 4.25 -0.69
O 4.64 5.07 -0.37
C 4.43 6.34 -0.02
C 5.68 7.05 0.36
O 3.34 6.86 -0.06
H 3.55 2.80 0.80
H 4.66 2.29 -0.49
H 2.95 2.18 -0.67
H 3.37 4.38 -1.77
H 2.55 4.58 -0.32
H 5.85 6.91 1.43
H 5.69 8.13 0.22
H 6.57 6.70 -0.17
Cl -3.54 3.09 -1.39
C -4.18 1.47 -1.02
Cl -5.16 1.50 0.44
H -4.76 1.12 -1.86
H -3.34 0.79 -0.92
*
```